Entry 1:
{"formula": "C16H34OP2Ru", "method": "wB97M-V/def2-TZVPD", "total_energy_ha": -1481.98227, "multiplicity": 5, "charge": 2, "e_above_lowest_kcal_mol": 57.6, "elements": ["P", "P", "C", "C", "H", "H", "H", "H", "C", "H", "H", "H", "C", "H", "H", "H", "C", "H", "H", "H", "C", "H", "H", "H", "Ru", "C", "C", "C", "C", "C", "C", "C", "C", "C", "H", "H", "H", "H", "H", "H", "H", "H", "H", "H", "H", "H", "H", "H", "H", "C", "O", "H", "H", "H"], "coordinates": [[-0.455, -2.758, -4.523], [0.361, 1.190, -5.163], [-0.928, -1.359, -5.650], [0.244, -0.431, -6.008], [-1.755, -0.803, -5.153], [-1.355, -1.820, -6.562], [1.218, -0.924, -5.867], [0.163, -0.173, -7.079], [-0.940, 2.225, -5.926], [-1.299, 3.014, -5.259], [-1.795, 1.606, -6.221], [-0.548, 2.704, -6.832], [1.789, 1.889, -6.087], [1.476, 2.041, -7.138], [2.630, 1.183, -6.058], [2.121, 2.853, -5.678], [-1.691, -4.079, -4.810], [-2.177, -4.264, -3.827], [-1.171, -5.005, -5.124], [-2.458, -3.717, -5.519], [1.150, -3.475, -4.984], [1.900, -2.681, -5.071], [1.058, -4.045, -5.912], [1.476, -4.134, -4.171], [-0.719, -2.592, -2.487], [0.122, 3.655, -3.089], [-1.343, 3.681, -2.947], [-1.954, 2.351, -2.803], [-0.748, 1.373, -2.857], [0.473, 2.177, -3.469], [1.683, 1.838, -2.771], [1.915, 2.674, -1.613], [0.853, 3.810, -1.736], [0.518, -4.124, -1.955], [0.555, 4.360, -3.817], [-1.835, 4.614, -2.678], [-2.648, 2.132, -3.649], [-2.511, 2.235, -1.852], [-0.517, 0.975, -1.862], [-1.027, 0.466, -3.421], [-1.497, -3.969, -2.274], [2.305, 0.976, -3.003], [2.926, 3.090, -1.532], [1.727, 2.166, -0.651], [0.141, 3.717, -0.915], [1.352, 4.775, -1.665], [1.554, -3.755, -2.015], [0.445, -5.007, -2.611], [0.274, -4.431, -0.927], [-0.185, -1.227, -0.302], [-0.967, -1.024, -1.461], [-0.739, -0.828, 0.574], [0.761, -0.656, -0.395], [0.017, -2.318, -0.178]]}

***

Entry 2:
{"formula": "C16H35BrN3OPdSSi3", "method": "wB97M-V/def2-TZVPD", "total_energy_ha": -4838.93705, "charge": -1, "e_above_lowest_kcal_mol": 0.0, "elements": ["Pd", "C", "O", "Si", "C", "C", "C", "Si", "C", "C", "C", "Si", "C", "C", "C", "H", "H", "H", "H", "H", "H", "H", "H", "H", "H", "H", "H", "H", "H", "H", "H", "H", "H", "H", "H", "H", "H", "H", "H", "H", "H", "H", "N", "C", "N", "S", "H", "H", "H", "H", "Br", "C", "C", "C", "C", "C", "N", "H", "H", "H", "H"], "coordinates": [[-1.236, 0.124, 0.164], [3.005, -0.888, -0.773], [1.846, -0.113, -0.817], [1.736, 1.423, -0.101], [2.550, 1.212, 1.593], [2.999, 2.425, -1.094], [0.059, 2.074, -0.100], [-0.606, 2.768, 1.451], [0.314, 4.377, 1.938], [-0.393, 1.677, 2.997], [-2.386, 3.387, 1.457], [-0.456, 2.815, -1.694], [0.294, 4.536, -2.022], [-2.295, 3.153, -1.937], [0.066, 1.731, -3.163], [3.909, -0.323, -1.035], [2.908, -1.709, -1.492], [3.164, -1.327, 0.222], [3.619, 1.025, 1.462], [2.123, 0.376, 2.152], [2.443, 2.107, 2.207], [3.981, 1.942, -1.088], [3.120, 3.420, -0.658], [2.694, 2.552, -2.133], [1.393, 4.221, 2.036], [-0.053, 4.787, 2.884], [0.168, 5.138, 1.167], [0.519, 1.941, 3.536], [-0.356, 0.609, 2.767], [-1.237, 1.836, 3.676], [-2.485, 4.273, 0.830], [-2.611, 3.693, 2.484], [-3.121, 2.651, 1.133], [-0.009, 5.232, -1.236], [-0.056, 4.939, -2.976], [1.384, 4.520, -2.042], [-2.643, 3.989, -1.334], [-2.911, 2.284, -1.705], [-2.449, 3.419, -2.988], [0.828, 1.002, -2.888], [0.452, 2.345, -3.983], [-0.797, 1.176, -3.538], [-3.035, -2.452, 0.332], [-2.868, -1.106, 0.771], [-2.786, -1.112, 2.196], [-3.586, 0.169, -0.129], [-2.311, -3.051, 0.714], [-3.032, -2.497, -0.678], [-3.439, -1.787, 2.581], [-2.965, -0.192, 2.573], [-0.512, -1.863, -2.196], [0.001, -2.662, -0.575], [0.311, -4.019, -0.551], [0.613, -4.586, 0.674], [0.603, -3.794, 1.814], [0.299, -2.450, 1.676], [0.005, -1.893, 0.501], [0.297, -4.592, -1.465], [0.847, -5.642, 0.738], [0.826, -4.201, 2.790], [0.274, -1.785, 2.530]]}

***

Entry 3:
{"formula": "C16H35CaCl2F2I2LiMgN7O9S", "method": "wB97M-V/def2-TZVPD", "total_energy_ha": -4689.58506, "charge": 1, "elements": ["C", "C", "N", "N", "C", "Cl", "C", "N", "C", "O", "C", "S", "C", "I", "C", "C", "I", "H", "H", "H", "H", "H", "H", "H", "H", "H", "H", "H", "H", "H", "H", "H", "H", "H", "H", "H", "H", "C", "O", "N", "N", "H", "H", "H", "H", "C", "C", "O", "C", "O", "O", "F", "H", "H", "H", "Li", "O", "H", "C", "C", "O", "O", "H", "H", "H", "Mg", "F", "Ca", "Cl", "C", "O", "N", "N", "H", "H", "H", "H"], "coordinates": [[1.346, -6.300, 2.697], [0.724, -6.325, 1.289], [1.166, -5.206, 0.450], [0.141, -4.328, 0.050], [0.091, -2.998, 0.676], [1.418, -2.854, 1.906], [-1.267, -2.807, 1.353], [-1.303, -3.385, 2.711], [0.340, -1.874, -0.418], [1.596, -1.255, -0.363], [1.593, 0.149, -0.335], [1.010, 0.815, 1.286], [2.923, 0.719, -0.857], [3.516, -0.405, -2.632], [4.191, 0.679, 0.033], [4.423, -0.624, 0.821], [4.380, 2.475, 1.217], [2.386, -5.968, 2.616], [0.776, -5.650, 3.365], [1.380, -7.301, 3.132], [1.070, -7.250, 0.820], [-0.361, -6.389, 1.411], [1.565, -5.586, -0.398], [-0.771, -4.764, 0.062], [-1.539, -1.747, 1.415], [-2.055, -3.310, 0.783], [-0.775, -2.759, 3.311], [-2.263, -3.325, 3.035], [-0.501, -1.179, -0.342], [0.287, -2.373, -1.390], [0.825, 0.485, -1.044], [1.325, -0.168, 2.228], [2.778, 1.737, -1.211], [5.033, 0.740, -0.649], [4.036, -0.639, 1.849], [4.070, -1.475, 0.232], [5.509, -0.750, 0.882], [3.685, 2.815, -5.589], [4.707, 2.200, -5.908], [2.902, 2.420, -4.548], [3.249, 3.900, -6.282], [2.049, 2.880, -4.290], [3.231, 1.628, -4.015], [3.813, 4.206, -7.052], [2.410, 4.406, -6.057], [-2.458, 1.333, 2.278], [-3.029, 2.474, 3.069], [-4.406, 2.150, 3.180], [-4.460, 0.740, 3.143], [-5.395, 0.109, 3.459], [-3.290, 0.246, 2.695], [-2.937, 3.677, 2.390], [-2.564, 1.480, 1.202], [-1.414, 1.145, 2.504], [-2.595, 2.588, 4.068], [2.638, -3.323, 4.010], [2.476, -2.337, -5.394], [3.018, -1.759, -4.851], [-6.860, 1.930, 5.870], [-6.132, 2.679, 6.983], [-4.930, 3.091, 6.754], [-6.732, 2.845, 8.035], [-6.247, 1.830, 4.978], [-7.129, 0.933, 6.214], [-7.774, 2.466, 5.608], [-4.496, 4.539, 4.049], [5.321, 3.594, -4.177], [2.281, -1.467, -7.302], [2.330, -0.834, 4.287], [-0.835, 4.785, -6.021], [0.226, 5.283, -5.693], [-1.093, 4.389, -7.306], [-1.855, 4.586, -5.134], [-1.962, 3.985, -7.600], [-0.366, 4.530, -7.983], [-1.698, 4.871, -4.185], [-2.739, 4.183, -5.382]]}

***

Entry 4:
{"formula": "C16H35NO4P", "method": "wB97M-V/def2-TZVPD", "total_energy_ha": -1327.29704, "charge": 1, "elements": ["C", "C", "P", "O", "C", "C", "C", "O", "O", "C", "C", "C", "C", "C", "C", "H", "H", "H", "H", "H", "H", "H", "H", "H", "H", "H", "H", "H", "H", "H", "H", "H", "H", "H", "H", "H", "C", "N", "C", "C", "C", "C", "O", "H", "H", "H", "H", "H", "H", "H", "H", "H", "H", "H", "H", "H", "H"], "coordinates": [[-2.069, 0.313, 3.599], [-2.018, 0.772, 2.491], [-1.759, 1.248, 0.782], [-0.595, 2.364, 1.373], [-0.540, 0.351, -0.273], [-0.302, -1.050, 0.359], [0.987, -1.725, -0.103], [-0.432, -2.102, -0.523], [-2.904, 0.099, 0.276], [-4.269, 0.517, 0.360], [-5.163, -0.740, 0.539], [-5.543, -1.248, -0.868], [-4.509, -1.822, 1.418], [-5.642, -2.598, 2.136], [-3.643, -2.840, 0.635], [-1.842, -0.063, 4.574], [-2.557, 2.287, 0.266], [-0.068, 2.687, 0.634], [0.434, 0.835, -0.340], [-1.002, 0.120, -1.234], [-0.591, -1.195, 1.400], [1.357, -1.311, -1.038], [1.211, -2.733, 0.229], [-4.518, 0.982, -0.604], [-4.445, 1.242, 1.166], [-6.085, -0.367, 1.002], [-6.272, -0.546, -1.288], [-6.005, -2.237, -0.847], [-4.680, -1.226, -1.539], [-3.882, -1.394, 2.202], [-5.188, -3.344, 2.792], [-6.312, -3.062, 1.405], [-6.251, -1.891, 2.710], [-2.757, -3.064, 1.243], [-4.152, -3.796, 0.486], [-3.255, -2.440, -0.301], [4.644, 0.347, -0.071], [5.456, 1.375, -0.814], [6.904, 1.090, -0.555], [5.125, 2.735, -0.295], [5.239, 1.293, -2.316], [3.840, 1.592, -2.810], [2.920, 0.668, -2.254], [5.040, 0.279, 0.940], [3.611, 0.665, -0.026], [4.741, -0.608, -0.578], [7.084, 1.159, 0.514], [7.505, 1.827, -1.083], [7.131, 0.090, -0.914], [4.063, 2.919, -0.426], [5.711, 3.470, -0.843], [5.374, 2.768, 0.763], [5.529, 0.282, -2.601], [5.935, 2.002, -2.763], [3.842, 1.492, -3.899], [3.541, 2.616, -2.569], [2.028, 0.918, -2.520]]}